[1]
DFT (ωB97M-V/def2-TZVPD) results for a molecular structure, C33H45NO2P2STc.

Values from the calculation:
- M: 679.74 g mol⁻¹
- E_HOMO (alpha / beta): -13.44 / -13.90 eV
- ΔE to the lowest compared entry with this formula, charge and spin: 0.0 kJ/mol
- ⟨S²⟩: 3.8167
- LUMO level (alpha / beta): -7.5 / -7.9 eV
- 2S+1: 4
- Net charge: +2
- Frontier orbital gap (alpha / beta): 5.97 / 6.04 eV
- Calculated total energy: -72134.92183 eV

The geometry in XYZ format:
```
85
Properties=species:S:1:pos:R:3:forces:R:3
Tc 0.125284 -0.203762 -0.779951 0.1 -0.1 0.1
C -0.859048 2.951312 1.515127 0.0 0.0 0.0
C -2.039568 2.373068 0.727125 0.0 0.0 0.1
C -3.128962 3.420423 0.488859 0.0 0.0 0.0
P -1.526338 1.566553 -0.832295 0.1 0.0 -0.2
C -1.243419 2.817894 -2.142113 0.0 0.1 0.0
C -0.126748 3.793483 -1.759009 0.0 0.0 0.0
C -0.953214 2.177202 -3.498376 0.0 0.0 0.0
C -2.850437 0.503828 -1.447032 -0.1 0.1 0.0
C -3.893327 0.927927 -2.257298 0.0 0.0 0.0
C -4.763462 0.015956 -2.850077 0.0 0.0 0.0
C -5.913315 0.486054 -3.691857 0.0 0.0 0.0
C -4.519462 -1.346050 -2.648763 0.0 0.0 0.0
C -3.497838 -1.794979 -1.834682 0.0 0.1 0.0
C -2.677019 -0.866966 -1.187428 0.2 -0.1 0.2
N -1.618159 -1.217929 -0.316798 -0.1 0.0 0.0
C -1.743976 -2.263630 0.597278 -0.1 0.3 -0.2
C -2.961907 -2.878778 0.918470 0.0 0.0 0.1
C -2.991328 -3.910120 1.835840 -0.1 0.0 0.0
C -1.837508 -4.356111 2.480833 0.0 0.0 0.0
C -1.891416 -5.466358 3.489505 0.0 0.0 0.0
C -0.641362 -3.689682 2.209255 0.0 0.0 0.0
C -0.584616 -2.649810 1.293345 0.0 -0.1 0.1
P 0.816090 -1.528596 1.123474 -0.1 -0.1 0.0
C 0.839326 -0.568377 2.688129 0.0 0.1 0.1
C 1.455918 -1.313023 3.874458 0.0 0.0 0.0
C -0.589575 -0.143067 3.036114 0.0 0.0 0.1
C 2.407686 -2.399274 0.820637 0.0 0.0 0.0
C 3.560367 -1.403751 1.001925 0.0 0.0 0.0
C 2.640251 -3.697179 1.594625 0.0 0.0 0.0
H -1.188957 3.213801 2.520662 0.0 0.0 0.0
H -0.480883 3.859114 1.052077 0.0 0.0 0.0
H -0.025337 2.252944 1.609914 0.0 0.0 0.0
H -2.478951 1.539028 1.284548 0.0 0.0 0.0
H -2.738783 4.289049 -0.041964 0.0 0.0 0.0
H -3.499676 3.765998 1.454380 0.0 0.0 0.0
H -3.981816 3.024071 -0.063877 0.0 0.0 0.0
H -2.190998 3.364655 -2.197735 0.0 0.0 0.0
H 0.799706 3.262294 -1.526343 0.0 0.0 0.0
H -0.388508 4.427615 -0.916021 0.0 0.0 0.0
H 0.078050 4.448172 -2.606041 0.0 0.0 0.0
H 0.015082 1.671052 -3.495124 0.0 0.0 0.0
H -0.900685 2.966085 -4.249022 0.0 0.0 0.0
H -1.716241 1.467251 -3.813795 0.0 0.0 0.0
H -4.030560 1.984673 -2.457402 0.0 0.0 0.0
H -5.625405 1.325549 -4.324116 0.0 0.0 0.0
H -6.734216 0.822815 -3.055540 0.0 0.0 0.0
H -6.292467 -0.309200 -4.330015 0.0 0.0 0.0
H -5.145282 -2.071554 -3.153281 0.0 0.0 0.0
H -3.316628 -2.854368 -1.724698 0.0 0.0 0.0
H -3.885292 -2.532638 0.481858 0.0 0.0 0.0
H -3.940656 -4.375174 2.071195 0.0 0.0 0.0
H -2.654008 -6.198099 3.228882 0.0 0.0 0.0
H -2.139128 -5.072239 4.477572 0.0 0.0 0.0
H -0.934519 -5.979661 3.568867 0.0 0.0 0.0
H 0.244113 -3.986134 2.754621 0.0 0.0 0.0
H 1.444013 0.316627 2.460688 0.0 0.0 0.0
H 0.882402 -2.207569 4.122160 0.0 0.0 0.0
H 1.417599 -0.656943 4.745268 0.0 0.0 0.0
H 2.493668 -1.592511 3.721039 0.0 0.0 0.0
H -1.169731 -0.997703 3.385510 0.0 0.0 0.0
H -1.118378 0.297075 2.193116 0.0 0.0 0.0
H -0.560276 0.593194 3.839842 0.0 0.0 0.0
H 2.332623 -2.650245 -0.240962 0.0 0.0 0.0
H 3.800519 -1.261074 2.053948 0.0 0.0 0.0
H 3.356328 -0.425871 0.565435 0.0 0.0 0.0
H 4.452507 -1.796992 0.514050 0.0 0.0 0.0
H 2.623976 -3.554910 2.674523 0.0 0.0 0.0
H 3.632031 -4.069543 1.333533 0.0 0.0 0.0
H 1.923648 -4.470911 1.326286 0.0 0.0 0.0
O 8.229110 2.703263 -1.637024 -0.2 0.0 0.0
C 7.039016 3.244754 -1.320822 0.2 -0.1 0.0
O 6.955752 4.366884 -0.923310 0.0 0.0 0.0
C 5.813515 2.377434 -1.476739 0.0 0.1 0.0
C 5.724291 1.333487 -2.387599 0.0 0.0 0.0
C 4.543869 0.614274 -2.518458 0.0 0.1 0.0
C 3.461137 0.952695 -1.714221 -0.1 0.1 0.1
S 1.972175 0.035612 -1.911927 0.0 0.0 -0.1
C 3.539555 2.005399 -0.800463 0.0 0.0 0.0
C 4.714879 2.718477 -0.689033 -0.1 0.0 0.0
H 8.148807 1.763647 -1.836806 0.1 0.0 0.0
H 6.559023 1.089118 -3.033389 0.0 0.0 0.0
H 4.461436 -0.184922 -3.242577 0.0 0.0 0.0
H 2.680981 2.260417 -0.191055 0.0 0.0 0.0
H 4.804650 3.555482 -0.009934 0.0 0.0 0.0
```
Positions in Å, forces in eV/Å.

In elementary charge units, the Mulliken charges are: -1.169 -1.135 0.519 -1.489 1.329 0.868 -1.621 -1.532 -0.680 -0.575 0.473 -1.576 -0.966 -0.551 0.900 -0.010 0.911 -0.671 -1.105 0.022 -1.672 -0.347 -0.330 1.099 0.587 -1.357 -2.080 0.965 -1.571 -1.543 0.433 0.322 0.077 0.513 0.335 0.482 0.323 0.633 0.309 0.264 0.528 0.192 0.515 0.282 0.439 0.391 0.336 0.400 0.423 0.776 0.583 0.464 0.435 0.326 0.402 0.376 0.669 0.248 0.467 0.321 0.360 0.258 0.602 0.491 0.247 0.321 0.478 0.247 0.492 0.426 -0.436 0.553 -0.495 0.620 -0.856 -0.974 0.801 -0.153 -0.023 -0.958 0.309 0.387 0.507 0.348 0.495

***

[2]
DFT (ωB97M-V/def2-TZVPD) results for a molecular structure, C33H46BrN3O5SSbSr.

Values from the calculation:
- M: 886.10 g mol⁻¹
- E_HOMO: -5.31 eV
- ΔE to the lowest compared entry with this formula, charge and spin: 56.7 kJ/mol
- LUMO level: 2.2 eV
- 2S+1: 1
- Net charge: -1
- Frontier orbital gap: 7.50 eV
- Calculated total energy: -137929.59729 eV

The geometry in XYZ format:
```
91
Properties=species:S:1:pos:R:3:forces:R:3
Sr 0.992601 0.020619 0.306298 0.2 0.2 -0.7
C 2.893018 5.269435 -0.100563 0.0 0.0 0.0
C 1.669123 4.575046 0.418529 0.0 0.0 0.0
C 0.971473 5.027942 1.529808 0.0 0.0 0.0
C -0.101500 4.308768 2.011450 -0.1 0.0 0.0
C -0.447885 3.137109 1.355874 0.0 0.0 -0.1
Br -1.923905 2.147710 1.990351 0.0 0.0 0.0
N 0.188954 2.675237 0.291218 0.1 0.2 0.2
C 1.225763 3.398449 -0.154983 -0.1 -0.1 0.0
H 2.809185 6.351809 0.001998 0.0 0.0 0.0
H 3.061861 5.036173 -1.151686 0.0 0.0 0.0
H 3.773269 4.944463 0.458328 0.0 0.0 0.0
H 1.280128 5.939179 2.029134 0.0 0.0 0.0
H -0.664064 4.627183 2.876320 0.0 0.0 0.0
H 1.743640 2.997195 -1.021163 0.0 0.0 0.0
C 4.420750 0.965551 8.510409 0.0 0.0 0.0
C 3.947331 0.934512 7.081903 0.0 0.0 0.0
C 4.307576 -0.101365 6.230303 0.0 0.0 0.0
C 3.853284 -0.140094 4.916919 0.0 0.0 0.0
C 3.029987 0.868525 4.451860 0.1 0.0 0.0
C 2.655750 1.913839 5.288537 0.0 0.0 0.0
C 3.116799 1.943180 6.591434 0.0 0.0 0.0
S 2.371745 0.833629 2.804873 -0.1 -0.5 0.5
O 2.602999 2.130880 2.217637 0.2 0.7 -0.3
O 3.066482 -0.255766 2.102972 0.1 -0.1 0.0
N 0.849301 0.589700 2.867119 0.0 0.2 0.3
C 0.393250 -0.661521 3.465807 -0.2 -0.1 -0.1
C -0.762696 -1.277902 2.661718 -0.1 -0.1 -0.2
O -1.698561 -1.795635 3.248630 0.0 0.0 0.1
O -0.617773 -1.230247 1.371685 -0.3 -0.3 0.3
H 5.245519 0.271040 8.667604 0.0 0.0 0.0
H 3.614881 0.686100 9.192703 0.0 0.0 0.0
H 4.756884 1.964174 8.793142 0.0 0.0 0.0
H 4.956334 -0.889827 6.594420 0.0 0.0 0.0
H 4.138835 -0.938318 4.245113 0.0 0.0 0.0
H 2.009064 2.693944 4.906110 0.0 0.0 0.0
H 2.830095 2.760765 7.243818 0.0 0.0 0.0
H 0.030216 -0.527510 4.485518 0.1 0.1 0.1
H 1.182107 -1.425019 3.487992 0.0 -0.1 0.0
C -2.972987 0.707293 -5.144265 -0.1 0.0 0.0
C -2.449118 -0.221978 -4.050247 0.0 0.0 0.0
C -3.555235 -1.188577 -3.625358 0.0 0.0 0.0
Sb -1.502485 0.719602 -2.322013 0.0 0.0 -0.1
C -0.213716 2.127131 -3.388155 0.0 0.0 0.0
C 0.465833 1.453028 -4.579248 0.0 0.0 0.0
C -0.784048 3.493639 -3.740291 0.0 0.0 0.0
C -3.138864 1.926120 -1.541616 0.0 0.0 0.0
C -3.959851 1.026376 -0.615817 0.0 0.0 0.0
C -4.060421 2.669343 -2.503439 0.0 -0.1 0.0
H -3.186679 0.130561 -6.051819 0.0 0.0 0.0
H -2.279665 1.501168 -5.414423 0.0 0.0 0.0
H -3.908518 1.179581 -4.837950 0.1 0.0 0.0
H -1.616798 -0.804868 -4.458535 0.0 0.0 0.0
H -4.449850 -0.634446 -3.329280 0.0 0.0 0.0
H -3.270619 -1.820237 -2.782549 0.0 0.0 0.0
H -3.840877 -1.828968 -4.467433 0.0 0.0 0.0
H 0.572557 2.267568 -2.643532 0.0 0.1 0.1
H -0.216348 1.291955 -5.415232 0.0 0.0 0.0
H 0.901547 0.489082 -4.302642 0.0 0.1 0.0
H 1.288060 2.078884 -4.942924 0.0 0.0 0.0
H -1.559195 3.423047 -4.505773 0.0 0.0 0.0
H 0.003695 4.144590 -4.138297 0.0 0.0 0.0
H -1.219088 3.991629 -2.871204 0.0 0.0 0.0
H -2.610731 2.659467 -0.923816 0.0 0.0 0.0
H -4.545902 0.306376 -1.190778 0.0 0.0 0.0
H -4.659894 1.626595 -0.024216 0.0 0.0 0.0
H -3.336592 0.456171 0.074361 0.0 0.0 0.0
H -4.701244 1.971570 -3.047683 0.0 0.0 0.0
H -3.523978 3.272581 -3.232198 0.0 0.0 -0.1
H -4.724310 3.336207 -1.940322 0.0 0.0 0.0
N 4.964491 -0.304168 -6.809288 0.0 0.0 0.0
C 4.410367 -0.321163 -5.799837 0.0 0.0 0.0
C 3.717782 -0.339887 -4.542772 0.0 0.0 0.0
C 2.938509 -1.438481 -4.179504 0.0 0.0 0.0
C 2.266883 -1.432432 -2.965556 0.0 0.0 0.0
C 2.305406 -0.364241 -2.045336 0.1 0.0 0.0
C 3.128612 0.702172 -2.463577 0.0 0.0 0.1
C 3.817999 0.738847 -3.666844 0.0 0.0 0.0
H 2.864878 -2.283467 -4.855052 0.0 0.0 0.0
H 1.671710 -2.314889 -2.738760 0.0 0.0 0.0
H 3.259478 1.568873 -1.812078 0.0 0.0 0.0
H 4.434580 1.589181 -3.936128 0.0 0.0 0.0
C -0.378096 -3.991509 -0.676562 0.0 0.0 0.0
C -1.123698 -2.905174 -1.433502 0.0 -0.3 0.0
O -2.165526 -2.339936 -0.683036 -0.3 0.0 0.0
H 0.420449 -4.414700 -1.291302 0.0 0.0 0.0
H -1.062148 -4.791173 -0.388845 0.0 0.0 0.0
H 0.061905 -3.582576 0.234788 0.0 0.0 0.0
H -1.580882 -3.319589 -2.336124 0.0 0.0 0.0
H -0.423119 -2.135759 -1.766680 0.2 0.2 -0.1
H -1.778781 -1.974456 0.136534 0.0 0.1 0.2
```
Positions in Å, forces in eV/Å.

In elementary charge units, the Mulliken charges are: 1.780 -1.618 0.323 -0.537 -0.820 0.064 -0.025 0.166 0.425 0.421 0.376 0.319 0.387 0.514 -0.159 -1.430 1.072 -0.755 -0.280 -0.690 -0.453 -0.829 1.432 -0.601 -0.745 0.043 -0.509 0.049 -0.745 -0.002 0.348 0.286 0.358 0.301 0.471 0.472 0.342 0.197 0.334 -1.447 0.489 -1.405 0.490 2.516 -1.426 -1.717 0.768 -1.556 -1.552 0.442 0.196 0.216 0.431 0.266 0.187 0.431 -1.630 0.323 0.113 0.493 0.271 0.444 0.356 0.144 0.297 0.395 0.170 0.249 0.292 0.460 -0.590 -0.123 0.776 -0.729 -0.463 -0.116 -0.073 -0.909 0.428 0.217 0.345 0.418 -1.250 0.280 -0.552 0.363 0.370 0.150 0.439 -0.229 0.262